Entry 1:
This record from the OMol25 dataset describes a 3-piece molecular cluster, C7H18N2 overall in a non-equilibrium geometry. The level of theory is ωB97M-V/def2-TZVPD.

Geometry as XYZ:
```
27
Properties=species:S:1:pos:R:3
C -1.08520 0.12999 0.12421
C 1.31846 0.10076 0.78973
C 0.24087 -0.37125 -1.85421
C -1.54556 -1.27835 0.41222
C -1.46567 1.12887 1.18846
C 2.26016 1.20314 0.40429
C 1.86628 -1.29366 0.71231
N -0.13149 0.47614 -0.74248
N -2.50925 0.71839 -1.33965
H 0.83003 0.29437 1.73970
H -2.43573 0.17109 -2.19793
H -2.25009 1.66881 -1.60695
H 1.32184 -0.29208 -1.98695
H -0.21699 0.03027 -2.75692
H -0.00867 -1.43354 -1.77644
H -1.18147 -1.60386 1.38780
H -2.63450 -1.26067 0.44271
H -1.24210 -2.00121 -0.33989
H -2.54092 1.28818 1.10661
H -0.95867 2.07832 1.03098
H -1.26518 0.75414 2.19298
H 2.28043 -1.51403 -0.27269
H 1.76307 2.17216 0.40883
H 2.68730 1.03458 -0.58550
H 3.09141 1.26313 1.12039
H 2.68848 -1.41445 1.43179
H 1.12315 -2.04924 0.96658
```

Properties
HOMO-LUMO gap (alpha / beta): 7.952 / 7.302 eV
electronic energy: -386.8459 hartree
E_HOMO (alpha / beta): -7.165 / -6.697 eV
E_LUMO (alpha / beta): 0.029 / 0.022 hartree

In elementary charge units, the Löwdin charges are: C -0.4932; C -0.2128; C -0.1218; C -0.0468; C -0.0590; C -0.1056; C -0.0945; N -0.0335; N -0.0258; H 0.0982; H -0.0380; H -0.0214; H 0.0707; H 0.0794; H 0.0736; H 0.0797; H 0.0855; H 0.0656; H 0.0785; H 0.0851; H 0.0763; H 0.0738; H 0.0728; H 0.0732; H 0.0834; H 0.0901; H 0.0665

Entry 2:
This record from the OMol25 dataset describes one molecule with the formula C3H4FNO2 in a non-equilibrium geometry. The level of theory is ωB97M-V/def2-TZVPD.

Geometry as XYZ:
```
11
Properties=species:S:1:pos:R:3
O 2.21240 -1.35962 -0.45283
C 1.40110 -0.46294 -0.47005
N 0.19608 -0.59259 0.19001
O -0.11192 -1.78318 0.82244
C -0.91287 0.24321 0.05944
C -0.93406 1.59499 0.02726
F -2.15737 2.17334 0.11160
H 1.53277 0.47212 -1.03108
H 0.65851 -2.33141 0.62466
H -1.77505 -0.25838 -0.04329
H -0.10960 2.30446 0.16185
```

Properties
HOMO-LUMO gap: 9.725 eV
electronic energy: -421.7201 hartree
E_HOMO: -8.951 eV
E_LUMO: 0.028 hartree

In elementary charge units, the Löwdin charges are: O 0.0364; C -0.2737; N -0.1393; O 0.0540; C -0.0382; C -0.0959; F -0.0042; H 0.1455; H 0.1006; H 0.0930; H 0.1218

Entry 3:
This record from the OMol25 dataset describes a 5-piece molecular cluster, H10O5 overall. The level of theory is ωB97M-V/def2-TZVPD.

Geometry as XYZ:
```
15
Properties=species:S:1:pos:R:3
O -10.47855 17.69141 13.68434
H -9.71818 17.09241 13.78112
H -11.06275 17.25944 13.05538
O -8.18077 16.11584 13.92756
H -7.37490 16.39505 13.48433
H -7.90179 15.85402 14.81674
O -5.94126 13.37940 15.30684
H -5.24692 12.94621 15.81053
H -6.19696 14.15372 15.82264
O -7.03594 15.83738 16.55923
H -6.53843 16.65821 16.64165
H -6.74658 15.29463 17.30050
O -10.24491 14.52704 11.85544
H -9.96253 14.07990 11.05315
H -9.67804 15.30117 11.92495
```

Properties
HOMO-LUMO gap: 10.543 eV
electronic energy: -382.1859 hartree
E_HOMO: -10.534 eV
E_LUMO: 0.000 hartree

In elementary charge units, the Löwdin charges are: O -0.0796; H -0.0249; H 0.0216; O -0.0414; H 0.0632; H 0.0170; O -0.0530; H 0.0337; H -0.0207; O -0.0391; H 0.0744; H 0.0643; O -0.0565; H 0.0322; H 0.0087

Entry 4:
This record from the OMol25 dataset describes a 2-piece molecular cluster, C3H10N2O overall. The level of theory is ωB97M-V/def2-TZVPD.

Geometry as XYZ:
```
16
Properties=species:S:1:pos:R:3
C 0.95791 -1.35786 -0.94487
C 1.64364 0.90596 -0.38907
N 1.91433 -0.24964 -0.84990
H 1.30479 -2.15314 -0.30334
H 0.92633 -1.69201 -1.98248
H -0.01150 -0.96256 -0.63478
H 0.57209 1.09822 -0.07268
H 2.46256 1.62197 -0.38332
H 2.85350 -0.42681 -1.18969
N -1.40611 -0.45392 1.67935
C -1.94618 0.46105 0.62396
O -0.98882 0.84590 -0.24597
H -0.89590 0.11529 2.34230
H -2.18452 -0.86676 2.19142
H -2.74932 -0.11156 0.12012
H -2.42739 1.32727 1.12002
```

Properties
HOMO-LUMO gap: 6.844 eV
electronic energy: -304.9361 hartree
E_HOMO: -6.928 eV
E_LUMO: -0.003 hartree

In elementary charge units, the Löwdin charges are: C -0.0234; C 0.1435; N -0.0177; H 0.0906; H 0.0966; H 0.0636; H 0.0515; H 0.1074; H 0.1521; N -0.0266; C -0.5274; O -0.3575; H 0.0373; H 0.0419; H 0.0860; H 0.0821

Entry 5:
This record from the OMol25 dataset describes one molecule with the formula C7H8S in a non-equilibrium geometry. The level of theory is ωB97M-V/def2-TZVPD.

Geometry as XYZ:
```
16
Properties=species:S:1:pos:R:3
C -1.29316 1.50189 0.33705
C -2.04645 0.36006 0.13186
C -0.03678 1.55967 -0.21559
C 0.79418 0.40854 -0.05000
C -1.33389 -0.86850 -0.35825
C 0.07447 -0.85632 0.23527
C 2.08220 0.68255 -0.27625
S 3.52425 -0.28591 0.15116
H -1.82453 2.41951 0.62154
H -3.10586 0.31886 0.06773
H -1.85229 -1.66525 0.00529
H -1.15751 -0.93612 -1.47896
H 0.43242 -1.72725 -0.29730
H 0.10605 -1.03169 1.31728
H 2.41790 1.71826 -0.51593
H 3.21902 -1.59829 0.32510
```

Properties
HOMO-LUMO gap (alpha / beta): 7.187 / 7.125 eV
electronic energy: -669.5439 hartree
E_HOMO (alpha / beta): -7.758 / -7.668 eV
E_LUMO (alpha / beta): -0.021 / -0.020 hartree

In elementary charge units, the Löwdin charges are: C -0.1577; C -0.0427; C 0.0466; C -0.3910; C -0.1905; C -0.1770; C -0.4275; S 0.7378; H 0.0996; H 0.0901; H 0.0751; H 0.1516; H 0.1096; H 0.1349; H 0.0803; H -0.1393

Entry 6:
This record from the OMol25 dataset describes a 2-piece molecular cluster, C2H2Cl2NOP overall in a non-equilibrium geometry. The level of theory is ωB97M-V/def2-TZVPD.

Geometry as XYZ:
```
9
Properties=species:S:1:pos:R:3
Cl 0.63730 1.74832 0.68542
C -0.59379 0.69592 0.20907
N -0.77452 -0.47380 0.87211
C -1.72112 -1.17477 0.31223
O -2.21034 -0.68358 -0.81045
P -1.62353 0.81831 -1.17334
H -1.78650 -2.19389 0.53326
Cl 4.30485 0.26980 -0.76119
H 3.76765 0.99369 0.13289
```

Properties
HOMO-LUMO gap: 9.038 eV
electronic energy: -1469.1367 hartree
E_HOMO: -9.180 eV
E_LUMO: -0.005 hartree

In elementary charge units, the Löwdin charges are: Cl 0.6300; C -1.0841; N 0.0049; C -0.2901; O -0.3486; P 0.9855; H 0.1168; Cl 0.2721; H -0.2865

Entry 7:
This record from the OMol25 dataset describes H22O11Xe as an isolated structure. The level of theory is ωB97M-V/def2-TZVPD.

Geometry as XYZ:
```
34
Properties=species:S:1:pos:R:3
Xe 0.03725 0.22597 0.02917
O 0.85394 -3.03865 2.37879
H 1.41239 -2.38306 1.96095
H 0.49827 -3.54952 1.65165
O -3.35868 1.28571 0.19590
H -2.89480 1.14485 -0.62945
H -3.17118 0.50250 0.71328
O 3.62782 1.38511 -1.69252
H 3.47013 0.44231 -1.64258
H 3.90231 1.53494 -2.59719
O 2.94715 -1.27032 -1.52191
H 2.25307 -1.33375 -2.17801
H 3.39919 -2.11277 -1.56855
O -0.97987 -2.87343 -1.97348
H -1.28943 -3.50103 -2.62656
H -1.42284 -2.05517 -2.19810
O -2.26133 1.63738 -2.38600
H -1.53383 2.25041 -2.49169
H -3.04525 2.18439 -2.43583
O -1.58374 3.70383 1.32625
H -1.57904 3.04419 2.01986
H -2.20595 3.36879 0.68063
O -3.02979 -0.84583 -2.77445
H -2.58668 -0.00858 -2.63697
H -3.70143 -0.65712 -3.42982
O 2.77643 -1.60315 1.22752
H 3.69793 -1.78728 1.40965
H 2.76561 -1.31139 0.31593
O -0.84515 2.11753 3.40663
H -1.50629 1.52119 3.75807
H -0.04233 1.59696 3.37993
O 1.57935 0.44505 3.50723
H 1.85176 -0.21761 4.14198
H 1.96501 0.15754 2.67968
```

Properties
HOMO-LUMO gap: 9.852 eV
electronic energy: -1170.1879 hartree
E_HOMO: -10.045 eV
E_LUMO: -0.007 hartree

In elementary charge units, the Löwdin charges are: Xe 0.4536; O -0.0799; H -0.0568; H 0.0256; O -0.0831; H -0.0570; H 0.0239; O -0.0686; H -0.0407; H 0.0281; O -0.0688; H 0.0686; H 0.0809; O -0.0860; H 0.0293; H -0.0329; O -0.0695; H 0.0780; H 0.0820; O -0.0859; H -0.0364; H -0.0096; O -0.0566; H -0.0336; H 0.0461; O -0.0819; H 0.0716; H -0.0266; O -0.0537; H 0.0532; H -0.0054; O -0.0537; H 0.0531; H -0.0073

Entry 8:
This record from the OMol25 dataset describes one molecule with the formula C2H4N2O3S in a non-equilibrium geometry. The level of theory is ωB97M-V/def2-TZVPD.

Geometry as XYZ:
```
12
Properties=species:S:1:pos:R:3
C 1.24348 -1.13259 0.43613
C -0.50655 0.45074 -0.04420
N 0.26399 -0.74152 -0.33461
N 0.14456 1.79882 -0.38453
O -2.73932 -1.03771 -0.44542
O 1.84496 -2.14805 0.17957
O -1.19270 0.53565 1.15472
S -2.32551 0.32159 -0.18275
H 1.51963 -0.50457 1.25024
H 0.13787 -1.33852 -1.23153
H 0.96631 1.58594 -0.90945
H 0.64326 2.21020 0.51183
```

Properties
HOMO-LUMO gap: 10.094 eV
electronic energy: -811.9627 hartree
E_HOMO: -10.088 eV
E_LUMO: 0.000 hartree

In elementary charge units, the Löwdin charges are: C -0.3934; C -0.7057; N 0.0824; N 0.0680; O -0.4623; O 0.0383; O -0.2325; S 1.0829; H 0.1348; H 0.2140; H 0.0425; H 0.1309

Entry 9:
This record from the OMol25 dataset describes a 2-piece molecular cluster, H3OS2 overall. The level of theory is ωB97M-V/def2-TZVPD.

Geometry as XYZ:
```
6
Properties=species:S:1:pos:R:3
O 1.25905 2.24778 -1.57901
H 1.75999 1.49158 -1.92674
S -0.11653 0.12275 1.17456
S -0.53363 -1.35192 -0.18985
H 1.20738 2.06338 -0.62755
H -1.35326 -0.76618 -1.07834
```

Properties
charge: -1
HOMO-LUMO gap: 6.053 eV
electronic energy: -873.4595 hartree
E_HOMO: -2.280 eV
E_LUMO: 0.139 hartree

In elementary charge units, the Löwdin charges are: O -0.1209; H 0.0272; S -0.4499; S -0.1474; H -0.0291; H -0.2798

Entry 10:
This record from the OMol25 dataset describes one molecule with the formula C6H4S in a non-equilibrium geometry. The level of theory is ωB97M-V/def2-TZVPD.

Geometry as XYZ:
```
11
Properties=species:S:1:pos:R:3
C 3.03206 -0.96340 -0.13108
C 1.88892 -0.63302 0.12241
C 0.59360 -0.23451 0.51450
S 0.05226 1.53305 -0.01809
C -0.61372 -0.18413 -0.40952
C -1.94611 -0.55836 -0.07230
C -3.07575 -0.95286 0.03080
H 3.97908 -1.32817 -0.51523
H 0.34281 -0.38909 1.50828
H -0.35616 -0.49753 -1.41916
H -4.07589 -1.15631 0.38671
```

Properties
HOMO-LUMO gap: 9.704 eV
electronic energy: -629.0448 hartree
E_HOMO: -9.293 eV
E_LUMO: 0.015 hartree

In elementary charge units, the Löwdin charges are: C 0.1348; C -0.1712; C -0.4855; S 0.8149; C -0.5394; C -0.1624; C 0.1260; H 0.0412; H 0.0852; H 0.1152; H 0.0410

Question: Look up the electronic energy of the first one.
Answer: -386.8459 hartree